Entry 1:
Molecular formula: C36H38N3NaO3P2S4
Method: DFT, the ωB97M-V functional and the def2-TZVPD basis

Geometry (Å):
Na -0.341 -0.084 -0.615
S -2.068 -3.519 -0.312
P -0.225 -3.350 0.486
C 0.433 -1.800 0.585
P 1.957 -1.425 1.212
S 2.500 0.501 1.002
C 3.351 -2.433 0.527
C 4.098 -1.938 -0.537
C 5.054 -2.725 -1.161
C 5.287 -4.021 -0.722
C 4.560 -4.521 0.348
C 3.600 -3.731 0.961
C 2.148 -1.754 3.022
C 3.367 -2.031 3.633
C 3.453 -2.191 5.007
C 2.317 -2.065 5.795
C 1.100 -1.772 5.196
C 1.019 -1.619 3.822
C 0.730 -4.561 -0.528
C 1.568 -4.073 -1.523
C 2.234 -4.937 -2.378
C 2.072 -6.308 -2.247
C 1.226 -6.806 -1.265
C 0.552 -5.938 -0.421
C -0.332 -4.180 2.141
C 0.589 -5.074 2.672
C 0.469 -5.537 3.978
C -0.585 -5.120 4.772
C -1.520 -4.232 4.250
C -1.387 -3.767 2.957
H 3.921 -0.918 -0.859
H 5.622 -2.324 -1.992
H 6.029 -4.639 -1.213
H 4.727 -5.534 0.694
H 3.041 -4.124 1.798
H 4.263 -2.109 3.029
H 4.410 -2.410 5.466
H 2.380 -2.197 6.868
H 0.207 -1.677 5.802
H 0.074 -1.399 3.339
H 1.696 -3.000 -1.609
H 2.890 -4.537 -3.141
H 2.601 -6.986 -2.906
H 1.078 -7.876 -1.169
H -0.140 -6.331 0.313
H 1.409 -5.428 2.064
H 1.208 -6.224 4.373
H -0.675 -5.475 5.790
H -2.347 -3.893 4.862
H -2.103 -3.063 2.547
C -2.631 2.614 2.416
C -3.837 1.724 2.151
N -4.002 1.458 0.727
C -3.623 0.290 0.136
S -2.931 0.314 -1.394
N -3.830 -0.862 0.802
C -5.010 -1.174 1.591
C -4.661 -2.009 2.812
H -2.480 2.739 3.489
H -2.769 3.599 1.975
H -1.730 2.169 1.994
H -4.748 2.190 2.542
H -3.705 0.775 2.664
H -3.827 2.250 0.117
H -3.348 -1.661 0.381
H -5.715 -1.728 0.959
H -5.508 -0.248 1.874
H -4.166 -2.931 2.510
H -5.564 -2.269 3.367
H -3.986 -1.469 3.477
N 0.418 2.280 -0.883
C -0.536 3.178 -1.421
C -0.817 3.220 -2.779
C -1.795 4.080 -3.266
C -2.506 4.905 -2.411
C -2.231 4.854 -1.050
C -1.254 4.005 -0.561
S -3.695 6.099 -3.033
O -4.789 6.068 -2.070
O -4.050 5.622 -4.363
O -2.963 7.362 -3.037
H 1.223 2.123 -1.476
H 0.754 2.569 0.030
H -0.279 2.566 -3.457
H -2.027 4.112 -4.321
H -2.791 5.499 -0.386
H -1.033 3.977 0.501

Strongest force on any atom, hartree/bohr: 0.0252
Electronic energy, Ha: -4222.577467
Total charge: -2
LUMO energy, Ha: 0.129

Entry 2:
Molecular formula: C32H27BF6N3O3V
Method: DFT, the ωB97M-V functional and the def2-TZVPD basis

Geometry (Å):
V 0.670 -1.365 -0.445
C -1.454 -2.656 3.093
C -0.844 -1.844 2.133
N -0.455 -2.319 0.958
C -0.643 -3.641 0.659
C -1.271 -4.511 1.566
C -1.669 -3.978 2.806
C -1.483 -5.860 1.191
C -1.081 -6.264 -0.046
C -0.441 -5.385 -0.951
C -0.192 -4.072 -0.625
N 0.415 -3.058 -1.370
C 0.840 -3.143 -2.700
C 1.090 -4.227 -3.506
C 1.490 -4.058 -4.853
C 1.660 -2.829 -5.410
C 1.462 -1.681 -4.604
C 1.658 -0.359 -5.055
C 1.472 0.691 -4.200
C 1.092 0.430 -2.879
N 0.899 -0.798 -2.429
C 1.071 -1.857 -3.271
H -1.754 -2.228 4.039
H -0.668 -0.793 2.309
H -2.153 -4.627 3.525
H -1.969 -6.538 1.879
H -1.247 -7.284 -0.363
H -0.179 -5.794 -1.908
H 1.024 -5.236 -3.143
H 1.664 -4.946 -5.446
H 1.964 -2.712 -6.441
H 1.960 -0.193 -6.081
H 1.616 1.715 -4.511
H 0.946 1.241 -2.184
C 3.968 -1.163 1.878
C 3.486 -0.654 0.531
O 2.159 -1.035 0.302
C 4.315 -1.286 -0.611
F 3.959 -0.812 -1.812
F 4.100 -2.607 -0.628
F 5.618 -1.077 -0.448
C 3.526 0.891 0.487
F 2.872 1.391 1.536
F 2.936 1.373 -0.617
F 4.779 1.341 0.517
H 3.945 -2.250 1.883
H 3.312 -0.785 2.658
H 4.985 -0.824 2.069
C -3.373 4.673 3.674
C -2.703 5.309 2.448
C -3.642 6.378 1.891
C -1.395 5.990 2.876
C -2.392 4.219 1.421
C -2.926 4.233 0.132
C -2.657 3.239 -0.810
C -1.827 2.224 -0.410
O -1.386 1.114 -1.119
B -0.582 0.416 -0.247
O -0.492 1.062 0.985
C -1.286 2.196 0.860
C -1.543 3.168 1.793
H -3.602 5.441 4.415
H -2.728 3.934 4.152
H -4.305 4.179 3.394
H -3.833 7.125 2.662
H -4.604 5.958 1.593
H -3.206 6.894 1.034
H -1.603 6.771 3.609
H -0.898 6.448 2.020
H -0.701 5.283 3.332
H -3.580 5.039 -0.163
H -3.085 3.267 -1.803
H -1.101 3.114 2.779

Strongest force on any atom, hartree/bohr: 0.0204
Electronic energy, Ha: -3193.675503
Total charge: +1
2S+1: 2
Energy relative to the best compared isomer or geometry (same formula, charge and spin), kcal/mol: 0.00
LUMO energy (alpha / beta), Ha: -0.143 / -0.134

Entry 3:
Molecular formula: C2H4O3
Method: DFT, the ωB97M-V functional and the def2-TZVPD basis

Geometry (Å):
O 2.251 0.188 0.179
O 1.004 -0.386 0.566
C 0.007 0.054 -0.261
C -1.311 -0.185 0.355
O -0.896 1.136 0.279
H 2.450 0.073 -0.783
H 0.042 -0.003 -1.397
H -2.078 -0.356 -0.258
H -1.468 -0.521 1.321

Strongest force on any atom, hartree/bohr: 0.0800
Electronic energy, Ha: -304.145425
Energy relative to the best compared isomer or geometry (same formula, charge and spin), kcal/mol: 123.16
LUMO energy, Ha: 0.026

Entry 4:
Molecular formula: C5H11N2S
Method: DFT, the ωB97M-V functional and the def2-TZVPD basis

Geometry (Å):
C -3.229 0.315 0.830
S -2.426 -0.657 -0.469
N -0.788 -0.191 -0.243
C 0.194 -1.027 0.031
N 1.384 -0.514 -0.112
C 2.651 -1.143 0.115
C 1.288 0.876 -0.544
C -0.230 1.096 -0.673
H -4.273 0.014 0.800
H -3.153 1.376 0.617
H -2.805 0.066 1.798
H 0.010 -2.044 0.338
H 3.248 -1.120 -0.798
H 2.507 -2.177 0.419
H 3.200 -0.614 0.897
H 1.821 1.012 -1.488
H 1.741 1.531 0.204
H -0.596 1.894 -0.023
H -0.546 1.308 -1.697

Strongest force on any atom, hartree/bohr: 0.0145
Electronic energy, Ha: -704.568841
Total charge: +1
Energy relative to the best compared isomer or geometry (same formula, charge and spin), kcal/mol: 13.64
LUMO energy, Ha: -0.119

Entry 5:
Molecular formula: C28H20FGaN3O2S2
Method: DFT, the ωB97M-V functional and the def2-TZVPD basis

Geometry (Å):
Ga 0.775 0.168 0.085
O 0.385 -0.757 -3.605
S -0.118 -0.781 -2.276
O 0.716 -1.487 -1.267
N -0.145 0.655 -1.527
C -0.978 1.730 -1.606
C -2.031 1.902 -2.476
C -2.785 3.081 -2.427
C -2.494 4.084 -1.541
C -1.451 3.928 -0.606
C -1.092 4.889 0.360
C -0.108 4.594 1.271
C 0.520 3.345 1.228
N 0.247 2.438 0.308
C -0.708 2.719 -0.611
C -1.730 -1.513 -2.225
C -2.355 -1.612 -0.999
C -3.618 -2.173 -0.931
C -4.229 -2.632 -2.089
C -3.591 -2.517 -3.315
C -2.325 -1.957 -3.390
H -2.263 1.127 -3.192
H -3.608 3.193 -3.115
H -3.074 4.992 -1.524
H -1.594 5.845 0.372
H 0.185 5.303 2.028
H 1.263 3.083 1.974
H -1.836 -1.257 -0.115
H -4.120 -2.250 0.020
H -5.213 -3.073 -2.037
H -4.077 -2.860 -4.213
H -1.795 -1.862 -4.324
F -1.910 -2.254 5.019
C -1.274 -1.721 3.969
C -0.747 -2.565 3.004
C -0.115 -2.006 1.907
C -0.008 -0.621 1.774
C -0.525 0.196 2.778
C -1.165 -0.343 3.880
H -0.844 -3.634 3.118
H 0.292 -2.644 1.131
H -0.429 1.270 2.696
H -1.581 0.287 4.654
S 4.913 1.196 1.452
C 3.382 1.397 0.730
N 2.841 0.329 0.208
C 3.670 -0.765 0.328
C 3.451 -2.037 -0.197
C 4.403 -3.010 0.008
C 5.551 -2.750 0.757
C 5.802 -1.490 1.262
C 4.866 -0.493 1.021
H 2.893 2.354 0.700
H 2.564 -2.230 -0.774
H 4.263 -3.987 -0.426
H 6.256 -3.545 0.943
H 6.698 -1.279 1.823

Strongest force on any atom, hartree/bohr: 0.0320
Electronic energy, Ha: -4214.648049
Total charge: +1
LUMO energy, Ha: -0.117

Entry 6:
Molecular formula: C32H32N2O3S
Method: DFT, the ωB97M-V functional and the def2-TZVPD basis

Geometry (Å):
C -1.734 2.656 1.478
O -0.614 1.895 1.994
C -0.690 0.554 2.291
C -2.020 0.050 2.669
C -2.475 -1.117 2.046
C -3.773 -1.587 2.221
C -4.667 -0.856 3.007
C -4.234 0.317 3.642
C -2.922 0.758 3.504
C 0.579 0.069 2.639
N 0.976 -1.205 2.959
C 0.042 -2.285 3.236
C 2.344 -1.387 2.961
C 2.926 -2.741 3.187
C 3.023 -0.225 2.751
C 4.490 -0.035 2.663
S 1.970 1.122 2.600
H -2.257 3.137 2.313
H -1.291 3.419 0.834
H -2.431 2.037 0.894
H -1.773 -1.624 1.386
H -4.078 -2.519 1.741
H -5.695 -1.202 3.129
H -4.931 0.899 4.252
H -2.571 1.658 4.013
H 0.533 -3.030 3.868
H -0.835 -1.914 3.775
H -0.269 -2.784 2.307
H 3.987 -2.716 2.909
H 2.885 -3.059 4.243
H 2.450 -3.526 2.580
H 5.012 -0.992 2.749
H 4.769 0.425 1.704
H 4.849 0.625 3.464
O -4.843 -2.314 -2.356
C -4.119 -3.305 -2.552
O -3.579 -3.861 -3.524
C -3.710 -4.017 -1.189
C -3.518 -5.536 -1.330
C -2.048 -5.687 -1.472
C -1.417 -4.484 -1.113
C -0.027 -4.402 -1.035
C 0.728 -5.479 -1.514
C 0.095 -6.653 -1.951
C -1.299 -6.774 -1.904
N -2.381 -3.488 -0.947
C -2.162 -2.160 -0.778
C -0.916 -1.554 -0.972
C -0.450 -0.366 -0.397
C 0.809 0.194 -0.840
C 1.302 1.410 -0.306
C 2.596 1.848 -0.560
C 3.400 1.177 -1.485
C 2.890 0.047 -2.139
C 1.621 -0.433 -1.831
H -4.425 -3.725 -0.414
H -3.872 -6.011 -0.404
H -4.076 -5.965 -2.167
H 0.457 -3.528 -0.605
H 1.816 -5.402 -1.543
H 0.700 -7.484 -2.316
H -1.819 -7.685 -2.205
H -3.053 -1.566 -0.546
H -0.294 -2.067 -1.712
H -1.153 0.252 0.165
H 0.634 2.019 0.294
H 2.980 2.729 -0.044
H 4.402 1.542 -1.715
H 3.482 -0.464 -2.901
H 1.255 -1.305 -2.375

Strongest force on any atom, hartree/bohr: 0.0664
Electronic energy, Ha: -1971.880849
Energy relative to the best compared isomer or geometry (same formula, charge and spin), kcal/mol: 2.02
LUMO energy, Ha: -0.056

Entry 7:
Molecular formula: C6H11N3
Method: DFT, the ωB97M-V functional and the def2-TZVPD basis

Geometry (Å):
C -2.621 -0.113 0.222
N -1.327 -0.596 -0.284
C -0.299 0.490 -0.329
C 0.437 0.821 0.953
C 1.651 1.176 0.054
C 1.068 0.128 -0.960
N 1.473 -1.192 -0.558
C 1.132 -1.351 0.741
N 0.662 -0.473 1.606
H -2.409 0.610 0.989
H -3.125 0.310 -0.635
H -3.260 -0.916 0.520
H -1.299 -1.132 -1.142
H -0.680 1.418 -0.856
H 0.032 1.603 1.566
H 2.668 1.016 0.502
H 1.613 2.203 -0.296
H 1.261 0.332 -2.093
H 1.608 -2.021 -1.115
H 1.415 -2.314 1.115

Strongest force on any atom, hartree/bohr: 0.0593
Electronic energy, Ha: -399.412883
Energy relative to the best compared isomer or geometry (same formula, charge and spin), kcal/mol: 51.67
LUMO energy, Ha: 0.032

Entry 8:
Molecular formula: C15H20ClNO4
Method: DFT, the ωB97M-V functional and the def2-TZVPD basis

Geometry (Å):
C -0.186 1.930 4.655
C -0.187 1.127 3.379
O 0.852 0.677 3.015
O -1.305 1.004 2.729
C -1.320 0.289 1.627
C -1.109 -1.068 1.669
C -0.952 -1.835 0.537
C -0.943 -1.238 -0.657
C -0.530 -2.152 -1.777
Cl -2.115 -2.322 -2.746
C 0.706 -1.538 -2.517
N 1.788 -1.388 -1.552
C 3.168 -0.797 -1.803
C 4.149 -1.293 -0.758
C 3.194 0.711 -1.806
C -1.234 0.112 -0.737
C -1.621 0.850 0.403
O -2.045 2.139 0.366
C -3.311 2.480 0.147
C -4.355 1.570 -0.549
O -3.895 3.424 0.585
H -1.305 1.953 5.035
H 0.233 2.911 4.448
H 0.436 1.311 5.336
H -0.923 -1.505 2.658
H -0.760 -2.888 0.715
H -0.388 -3.147 -1.490
H 0.977 -2.135 -3.306
H 0.380 -0.589 -2.853
H 1.350 -0.971 -0.735
H 3.383 -1.174 -2.832
H 4.388 -2.341 -0.864
H 3.759 -1.215 0.249
H 5.077 -0.634 -0.908
H 2.424 0.956 -2.517
H 2.954 1.271 -0.911
H 4.187 1.071 -2.141
H -1.189 0.519 -1.738
H -4.090 1.528 -1.615
H -5.413 1.878 -0.461
H -4.232 0.519 -0.279

Strongest force on any atom, hartree/bohr: 0.1015
Electronic energy, Ha: -1399.416493
Energy relative to the best compared isomer or geometry (same formula, charge and spin), kcal/mol: 21.35
LUMO energy, Ha: 0.024

Entry 9:
Molecular formula: C6Cl5O6ReSbSe4
Method: DFT, the ωB97M-V functional and the def2-TZVPD basis

Geometry (Å):
Re -0.639 1.522 0.155
Se -1.287 6.338 -2.878
Sb 0.053 6.433 -0.891
Se 1.551 1.958 0.984
Se 0.245 3.787 -0.104
Se -0.993 7.570 0.949
O 4.069 -1.225 0.816
Cl 2.645 -1.358 0.969
O 2.319 -2.609 1.604
O 2.145 -0.265 1.813
O 1.991 -1.264 -0.317
Cl -0.272 -3.963 -2.252
C -0.686 -2.707 -1.154
C -0.575 -2.932 0.242
Cl -0.077 -4.468 0.820
C -0.877 -1.927 1.121
Cl -0.797 -2.151 2.819
C -1.320 -0.661 0.659
O -1.627 0.362 1.449
C -1.480 -0.454 -0.733
O -1.958 0.708 -1.143
C -1.122 -1.500 -1.624
Cl -1.309 -1.193 -3.305

Strongest force on any atom, hartree/bohr: 0.0515
Electronic energy, Ha: -12905.134720
Total charge: -2
2S+1: 2
Energy relative to the best compared isomer or geometry (same formula, charge and spin), kcal/mol: 90.76
LUMO energy (alpha / beta), Ha: 0.112 / 0.118

Entry 10:
Molecular formula: C7H17NO6S
Method: DFT, the ωB97M-V functional and the def2-TZVPD basis

Geometry (Å):
C 3.648 -0.789 -0.450
C 2.531 0.093 -1.044
O 1.221 -0.034 -0.521
C 0.848 0.302 0.819
C 1.007 1.733 1.302
O 1.544 -0.591 1.641
C -0.625 -0.146 0.843
N -1.000 -0.472 2.330
O -1.391 0.817 0.333
C -2.586 0.498 -0.315
C -2.875 1.450 -1.394
S -0.707 -1.850 -0.062
O 0.431 -2.621 0.404
O -0.854 -1.800 -1.504
O -2.121 -2.648 0.503
H 3.870 -0.547 0.636
H 3.339 -1.917 -0.516
H 4.561 -0.720 -1.073
H 2.395 -0.304 -2.047
H 2.744 1.098 -1.225
H 0.196 2.188 0.712
H 2.029 1.821 0.947
H 0.675 1.770 2.362
H 1.469 -1.519 1.267
H -0.225 -0.417 2.873
H -1.310 -1.402 2.429
H -2.386 -0.456 -0.650
H -3.403 0.546 0.418
H -2.764 2.474 -0.963
H -2.103 1.415 -2.194
H -3.791 1.244 -1.828
H -1.877 -3.515 0.972

Strongest force on any atom, hartree/bohr: 0.0967
Electronic energy, Ha: -1181.195551
Energy relative to the best compared isomer or geometry (same formula, charge and spin), kcal/mol: 34.56
LUMO energy, Ha: 0.012

Entry 11:
Molecular formula: C24H18Cl2NO3PSe2W
Method: DFT, the ωB97M-V functional and the def2-TZVPD basis

Geometry (Å):
W -0.236 -0.432 -0.042
Se 2.103 -0.178 0.121
P 0.649 -2.154 1.845
Se -1.826 -0.970 1.712
C 2.087 -2.623 2.849
C 1.929 -2.569 4.234
C 2.994 -2.911 5.046
C 4.204 -3.276 4.475
C 4.362 -3.292 3.096
C 3.309 -2.955 2.265
C 0.471 -3.418 0.539
C 0.273 -4.726 0.991
C -0.022 -5.742 0.105
C -0.142 -5.467 -1.250
C 0.082 -4.182 -1.721
C 0.381 -3.146 -0.841
H 0.976 -2.285 4.662
H 2.876 -2.876 6.119
H 5.034 -3.535 5.113
H 5.320 -3.540 2.662
H 3.441 -2.928 1.192
H 0.338 -4.923 2.051
H -0.169 -6.743 0.477
H -0.394 -6.253 -1.943
H 0.034 -3.983 -2.781
H 0.692 -2.165 -1.289
Cl -5.952 3.447 -1.264
C -4.447 2.752 -0.815
C -3.597 3.481 0.024
C -2.364 2.940 0.337
Cl -1.237 3.784 1.331
C -1.962 1.695 -0.151
O -0.715 1.268 0.126
C -2.851 0.908 -0.963
C -2.573 -0.375 -1.468
O -1.503 -1.112 -1.159
C -4.100 1.510 -1.291
H -3.883 4.444 0.410
H -3.311 -0.859 -2.101
H -4.793 0.963 -1.910
O 0.178 0.310 -2.108
N 0.204 1.546 -2.587
C -0.279 1.764 -3.820
C -0.351 3.039 -4.334
C 0.061 4.111 -3.552
C 0.599 3.856 -2.299
C 0.688 2.556 -1.846
H -0.601 0.885 -4.359
H -0.715 3.194 -5.336
H -0.021 5.123 -3.913
H 0.967 4.658 -1.675
H 1.149 2.314 -0.892

Strongest force on any atom, hartree/bohr: 0.0860
Electronic energy, Ha: -7337.177088
Total charge: +1
2S+1: 4
Energy relative to the best compared isomer or geometry (same formula, charge and spin), kcal/mol: 107.01
LUMO energy (alpha / beta), Ha: -0.145 / -0.175